[1]
Density functional theory data (ωB97M-V/def2-TZVPD) for one molecule with the formula C21H26ClN3O2.

CARTESIAN COORDINATES (ANGSTROEM)
C -7.5346 -2.3386 0.7560
C -6.4482 -2.4601 -0.3054
C -5.3114 -1.4700 -0.0676
C -4.2149 -1.5846 -1.1331
C -3.1178 -0.5946 -0.8686
C -2.0331 -0.9310 -0.0670
C -1.0458 -0.0089 0.2151
C -1.1246 1.2830 -0.3014
N -0.1001 2.1741 0.0292
C 0.1405 3.4103 -0.4566
O -0.5229 4.0035 -1.2822
C 1.3812 4.0587 0.1749
N 2.2839 3.0733 0.7266
C 3.1710 3.5766 1.7504
C 2.9880 2.2948 -0.2725
C 3.0868 0.8482 0.2137
O 2.2362 0.3630 0.9271
N 4.1849 0.1956 -0.2480
C 4.5700 -1.1282 -0.0427
C 3.8263 -2.0352 0.7069
C 4.2678 -3.3351 0.8728
C 5.4541 -3.7562 0.2982
C 6.2077 -2.8685 -0.4514
C 5.7665 -1.5701 -0.6171
Cl 6.7264 -0.4668 -1.5626
C -2.2051 1.6309 -1.1054
C -3.1853 0.6952 -1.3785
H -7.9587 -1.3368 0.7541
H -7.1249 -2.5334 1.7449
H -8.3352 -3.0509 0.5695
H -6.8830 -2.2805 -1.2916
H -6.0486 -3.4771 -0.3011
H -5.7073 -0.4519 -0.0721
H -4.8721 -1.6479 0.9168
H -4.6529 -1.4015 -2.1167
H -3.8118 -2.5998 -1.1235
H -1.9600 -1.9305 0.3381
H -0.2000 -0.2799 0.8297
H 0.6046 1.8068 0.6676
H 1.0203 4.6950 0.9878
H 1.8459 4.7166 -0.5769
H 2.5820 4.0473 2.5350
H 3.8979 4.3089 1.3658
H 3.7151 2.7390 2.1860
H 2.4036 2.2794 -1.1981
H 3.9843 2.7061 -0.5033
H 4.8290 0.7101 -0.8391
H 2.9038 -1.7060 1.1543
H 3.6765 -4.0228 1.4572
H 5.7978 -4.7703 0.4285
H 7.1349 -3.1803 -0.9064
H -2.2685 2.6261 -1.5125
H -4.0203 0.9754 -2.0048

Molecular weight in g mol⁻¹: 387.91
ΔE to the lowest compared entry with this formula, charge and spin in kJ/mol: 5.8
Charge: 0
HOMO-LUMO gap in eV: 8.44
Structure (SMILES): CCCCc1ccc(NC(=O)CN(C)CC(=O)Nc2ccccc2Cl)cc1

[2]
Density functional theory data (ωB97M-V/def2-TZVPD) for one molecule with the formula C17H18O5 at a distorted geometry.

CARTESIAN COORDINATES (ANGSTROEM)
C 3.9864 2.8018 -1.4810
C 3.6853 1.9192 -0.5483
C 2.4035 1.9118 0.2323
C 1.6627 0.6281 -0.0312
C 0.8220 0.5147 -1.1318
C 0.1409 -0.6621 -1.3571
C 0.2850 -1.7567 -0.5114
O -0.5212 -2.8734 -0.7348
C -1.7440 -2.8273 -0.0086
C -2.5208 -1.5829 -0.2934
C -3.4964 -1.2957 -1.2132
C -3.7586 0.0814 -1.0885
C -2.9168 0.5414 -0.1030
C -2.6981 1.9018 0.3895
O -3.3228 2.8674 0.0219
O -1.6983 1.9469 1.2797
C -1.3764 3.2315 1.7871
O -2.1755 -0.4759 0.3804
C 1.1908 -1.6832 0.5521
O 1.4928 -2.6838 1.4273
C 1.3114 -4.0281 1.0347
C 1.8539 -0.4768 0.7771
H 4.9156 2.7645 -2.0238
H 3.3175 3.6070 -1.7384
H 4.3692 1.1154 -0.3093
H 1.7897 2.7652 -0.0596
H 2.6325 1.9884 1.2980
H 0.6849 1.3535 -1.7972
H -0.5423 -0.7519 -2.1893
H -1.5457 -2.8750 1.0724
H -2.3012 -3.7103 -0.3266
H -3.9598 -1.9846 -1.8890
H -4.4590 0.6704 -1.6435
H -1.1959 3.9294 0.9668
H -2.1960 3.6159 2.3982
H -0.4799 3.1025 2.3879
H 0.2854 -4.3687 1.1971
H 1.9820 -4.6107 1.6674
H 1.5741 -4.1779 -0.0144
H 2.5231 -0.4330 1.6232

Molecular weight in g mol⁻¹: 302.33
ΔE to the lowest compared entry with this formula, charge and spin in kJ/mol: 312.7
Charge: 0
HOMO-LUMO gap in eV: 9.10
Structure (SMILES): C=CCc1ccc(OCc2ccc(C(=O)OC)o2)c(OC)c1

[3]
Density functional theory data (ωB97M-V/def2-TZVPD) for a 2-piece molecular cluster, C36H50N2O3 overall at a distorted geometry.

CARTESIAN COORDINATES (ANGSTROEM)
C 0.5977 2.1150 2.5551
C 1.0070 0.9579 1.6920
O 2.4167 1.1062 1.4637
C 2.8776 0.0770 0.7235
C 4.3194 0.1786 0.5434
C 5.0418 -0.7417 -0.2806
O 6.2268 -0.5148 -0.6032
C 4.3794 -1.9926 -0.8425
C 3.5949 -1.6833 -2.1133
C 4.4093 -1.2783 -3.3605
C 4.2325 0.1664 -3.8857
C 5.2963 1.2005 -3.4590
C 4.7247 2.5625 -3.0362
C 4.2621 2.6529 -1.5800
C 5.4083 2.8718 -0.5858
C 4.9811 2.6686 0.8760
C 5.0607 1.2022 1.3538
O 2.0929 -0.7709 0.2973
H -0.4814 2.0926 2.7362
H 1.1149 2.0556 3.5222
H 0.8450 3.0730 2.0792
H 0.8285 -0.0015 2.1857
H 0.4865 0.9407 0.7307
H 5.1764 -2.7217 -1.0453
H 3.6800 -2.3838 -0.0961
H 3.0266 -2.5941 -2.3608
H 2.8439 -0.9203 -1.8633
H 5.4756 -1.4947 -3.2006
H 4.0523 -1.9382 -4.1688
H 4.3038 0.0926 -4.9835
H 3.2182 0.5278 -3.6605
H 5.9411 0.7839 -2.6687
H 5.9458 1.3763 -4.3323
H 5.4959 3.3227 -3.2067
H 3.8675 2.8065 -3.6716
H 3.5594 3.4975 -1.4704
H 3.6934 1.7531 -1.2908
H 6.2577 2.2092 -0.8195
H 5.7572 3.9119 -0.6975
H 5.6523 3.2583 1.5194
H 3.9569 3.0365 1.0255
H 4.7188 1.1462 2.4038
H 6.1180 0.9017 1.3096
C -4.3710 3.6877 6.2291
C -5.6132 4.1646 5.4610
C -5.4030 3.7770 3.9883
N -4.2407 2.9144 3.9880
C -3.7733 2.3025 2.8412
C -3.4857 3.0720 1.6876
C -2.8900 2.4788 0.5934
C -2.6785 1.0673 0.5313
C -2.1283 0.5108 -0.6519
C -2.4455 -0.7588 -1.1713
C -3.5317 -1.5626 -0.7024
C -3.7198 -2.8522 -1.1548
C -2.8518 -3.4017 -2.1340
N -2.9575 -4.7397 -2.4808
C -2.0632 -5.7447 -1.9273
C -2.7442 -7.0946 -2.1986
C -4.0446 -6.8015 -2.9573
C -4.1546 -5.2775 -3.1006
C -1.8493 -2.5730 -2.7090
C -1.6843 -1.2759 -2.2709
C -3.0298 0.2984 1.6824
C -3.5391 0.9011 2.8173
C -3.4964 2.9112 5.2302
H -3.8064 4.5360 6.6208
H -4.6396 3.0338 7.0603
H -6.5085 3.6586 5.8290
H -5.7582 5.2406 5.5513
H -6.2726 3.2358 3.5786
H -5.2416 4.6586 3.3475
H -3.6853 4.1433 1.7058
H -2.6360 3.0726 -0.2810
H -1.5317 1.1682 -1.2846
H -4.2453 -1.1461 0.0078
H -4.5037 -3.4900 -0.7357
H -1.0782 -5.6771 -2.4144
H -1.9054 -5.5669 -0.8507
H -2.0752 -7.7262 -2.7842
H -2.9491 -7.5916 -1.2481
H -4.0279 -7.2515 -3.9513
H -4.9146 -7.1800 -2.4179
H -5.0570 -4.8622 -2.6287
H -4.1805 -4.9841 -4.1629
H -1.2372 -2.9880 -3.5108
H -0.9708 -0.6143 -2.7573
H -2.9169 -0.7861 1.6568
H -3.8209 0.3135 3.6934
H -2.5178 3.4121 5.1032
H -3.2876 1.8776 5.5484

Molecular weight in g mol⁻¹: 558.81
ΔE to the lowest compared entry with this formula, charge and spin in kJ/mol: 161.6
Charge: 0
HOMO-LUMO gap in eV: 2.03

[4]
Density functional theory data (ωB97M-V/def2-TZVPD) for a 11-piece molecular cluster, C38H62O29 overall at a distorted geometry.

CARTESIAN COORDINATES (ANGSTROEM)
C 1.5938 3.6752 0.8534
C 1.7428 4.4323 2.1287
C 2.3901 5.7612 1.8798
O 1.5839 6.7284 2.5410
C 0.4408 6.1581 2.9395
O -0.4181 6.7397 3.4608
O 0.4721 4.8170 2.5964
H 1.0181 4.2254 0.1231
H 1.0975 2.7129 0.9913
H 2.6006 3.4849 0.4877
H 2.1859 3.9099 2.9496
H 2.3752 6.0524 0.8149
H 3.3623 5.8303 2.3079
C 1.7047 -5.7550 1.3850
C 0.7443 -4.9299 0.5588
C 1.2392 -3.6651 -0.2051
O 0.5174 -3.7731 -1.4770
C 0.0761 -5.0196 -1.6312
O -0.4033 -5.5026 -2.5942
O 0.2259 -5.6877 -0.4786
H 2.0076 -5.1404 2.2353
H 2.5474 -6.1123 0.7896
H 1.1852 -6.6523 1.7526
H -0.0602 -4.5036 1.1783
H 2.2947 -3.5874 -0.4425
H 1.0115 -2.6974 0.2072
C 2.7469 1.4639 -2.9280
C 2.7349 1.0136 -4.3777
C 3.4248 1.9153 -5.3463
O 4.7991 1.4292 -5.3053
C 4.7247 0.1051 -5.0516
O 5.5840 -0.7045 -5.2185
O 3.4730 -0.2483 -4.5630
H 2.4775 0.6528 -2.2643
H 2.0586 2.3144 -2.7878
H 3.7255 1.7814 -2.5648
H 1.7291 0.8010 -4.6670
H 3.4693 2.9761 -5.0692
H 3.0792 1.8484 -6.3927
C -3.4679 1.7263 -2.2394
C -3.1416 2.9406 -3.1436
C -2.3594 2.6075 -4.4216
O -3.0188 3.3497 -5.4683
C -4.1921 3.7625 -4.9971
O -5.0165 4.2576 -5.6651
O -4.3230 3.5759 -3.6725
H -3.8614 0.9007 -2.8400
H -4.0291 2.0193 -1.3667
H -2.4690 1.3836 -1.8681
H -2.6084 3.7422 -2.6289
H -2.4189 1.5322 -4.6863
H -1.3236 2.9382 -4.4412
C -0.7079 -3.6691 -6.2714
C -1.3976 -2.5597 -5.4470
C -1.9311 -2.9540 -4.0984
O -1.7996 -1.7256 -3.3175
C -0.7546 -1.1353 -3.8315
O -0.2537 -0.1332 -3.2807
O -0.4280 -1.5716 -5.0355
H 0.1578 -4.1657 -5.8022
H -0.3844 -3.2410 -7.2225
H -1.4485 -4.3995 -6.5361
H -2.1491 -2.0708 -6.0692
H -1.2869 -3.7111 -3.6334
H -2.9745 -3.2003 -4.1396
C 2.1255 1.4647 5.5975
C 2.7712 0.7799 4.4128
C 1.8410 0.3337 3.2474
O 2.6408 0.7112 2.0752
C 3.6660 1.4956 2.3827
O 4.4380 1.9064 1.5638
O 3.6930 1.6529 3.7021
H 1.5206 2.3114 5.2583
H 2.8630 1.7358 6.3561
H 1.4877 0.7104 6.0631
H 3.3698 -0.1033 4.6725
H 0.9026 0.8664 3.1007
H 1.6935 -0.7412 3.1552
C -5.0802 -0.7422 0.6122
C -3.8792 -1.4393 0.0061
C -3.0952 -2.3949 0.9090
O -2.7759 -3.5337 0.0762
C -3.6272 -3.5523 -0.9853
O -3.6322 -4.3411 -1.8367
O -4.3664 -2.4051 -0.9386
H -4.7375 -0.0590 1.3883
H -5.7664 -1.4432 1.0598
H -5.6158 -0.2247 -0.1503
H -3.1964 -0.7014 -0.4632
H -3.6967 -2.8390 1.7162
H -2.1518 -2.0040 1.2616
C -2.9229 -0.3009 3.7936
C -3.1871 -0.0092 5.2703
C -4.6129 0.1989 5.7615
O -4.6926 -0.6328 6.9674
C -3.6792 -1.4680 7.0215
O -3.5106 -2.3422 7.7384
O -2.7515 -1.1176 6.0446
H -3.4345 -1.2009 3.4069
H -1.8799 -0.2460 3.5517
H -3.3225 0.5799 3.2767
H -2.5383 0.8348 5.5532
H -5.4455 -0.1500 5.1590
H -4.8929 1.2172 6.0461
C 3.9105 -0.9497 -0.9024
C 4.7191 -1.8523 0.0357
C 5.8382 -1.2687 0.9023
O 5.6174 -1.8171 2.2431
C 4.3817 -2.2085 2.3472
O 3.7987 -2.4872 3.3418
O 3.8509 -2.3468 1.1010
H 4.6693 -0.6116 -1.6019
H 3.4265 -0.0915 -0.4470
H 3.1310 -1.5085 -1.4139
H 5.0732 -2.7532 -0.4720
H 5.8296 -0.1982 1.0438
H 6.8145 -1.6342 0.6065
C -0.2097 0.0516 -0.0653
O -0.8049 0.0519 1.2174
H 0.8732 0.0143 0.0278
H -0.5181 -0.8816 -0.5542
H -0.5185 0.9281 -0.6361
H -0.7157 0.9097 1.6908
C -2.5125 3.0991 1.5645
O -1.4484 2.7416 2.4496
H -3.4204 3.1374 2.1724
H -2.3621 4.0048 0.9884
H -2.6337 2.2984 0.8514
H -1.2851 3.5162 2.9830

Molecular weight in g mol⁻¹: 982.89
ΔE to the lowest compared entry with this formula, charge and spin in kJ/mol: 57.2
Charge: 0
HOMO-LUMO gap in eV: 10.89
Structure (SMILES): C[C@H]1COC(=O)O1.C[C@H]1COC(=O)O1.C[C@H]1COC(=O)O1.C[C@H]1COC(=O)O1.C[C@H]1COC(=O)O1.C[C@H]1COC(=O)O1.C[C@H]1COC(=O)O1.C[C@H]1COC(=O)O1.C[C@H]1COC(=O)O1.CO.CO

[5]
Density functional theory data (ωB97M-V/def2-TZVPD) for C45H60AsAuNO6PS as an isolated structure at a distorted geometry.

CARTESIAN COORDINATES (ANGSTROEM)
Au 1.0794 -0.1000 1.0533
C -0.7067 -2.6823 1.5389
O -0.6099 -1.3228 2.0119
C -0.5529 -1.2468 3.4569
C -0.7657 0.1581 3.9535
O 0.4246 0.8922 3.8011
C 0.2737 2.2544 4.1656
H -1.2513 -3.2873 2.2661
H 0.2803 -3.1051 1.3637
H -1.2878 -2.6593 0.6171
H 0.4054 -1.6267 3.8171
H -1.3572 -1.8696 3.8534
H -1.0462 0.1222 5.0110
H -1.5818 0.6286 3.3886
H 0.0070 2.3477 5.2218
H -0.4999 2.7385 3.5600
H 1.2293 2.7413 3.9917
C -4.2443 3.7709 -6.4679
C -3.6660 3.4382 -5.1201
C -2.6407 4.1929 -4.5659
C -2.0745 3.8715 -3.3368
C -0.9076 4.7097 -2.8625
C -2.5846 2.7734 -2.6337
As -1.8102 2.3615 -0.8922
N -1.0305 0.7401 -1.0134
C -0.3891 0.1948 -2.0392
C -0.2252 -1.2281 -2.0547
C 0.3319 -1.8551 -3.1350
C 0.7499 -1.1092 -4.2483
C 0.6540 0.2899 -4.2382
C 0.1248 0.9409 -3.1550
C -3.3155 2.3731 0.3445
C -3.8087 3.6830 0.5315
C -3.2672 4.8804 -0.2171
C -4.8647 3.8795 1.4018
C -5.4339 2.8268 2.1119
C -6.5286 3.0554 3.1137
C -4.9334 1.5449 1.8986
C -3.8687 1.2811 1.0452
C -3.4723 -0.1703 0.9026
C -3.6144 1.9838 -3.1673
C -4.1900 0.7714 -2.4720
C -4.1343 2.3397 -4.4030
H -3.7068 4.5886 -6.9443
H -5.2934 4.0579 -6.3736
H -4.2059 2.9016 -7.1256
H -2.2573 5.0547 -5.1051
H -1.1280 5.7727 -2.9677
H -0.0207 4.5024 -3.4681
H -0.6480 4.5268 -1.8191
H -0.5588 -1.7961 -1.1975
H 0.4409 -2.9322 -3.1345
H 1.1423 -1.6098 -5.1249
H 0.9929 0.8618 -5.0932
H 0.0485 2.0185 -3.1433
H -2.1774 4.8627 -0.2946
H -3.5410 5.8029 0.2909
H -3.6797 4.9186 -1.2275
H -5.2545 4.8842 1.5314
H -6.9722 4.0449 3.0113
H -6.1262 2.9673 4.1255
H -7.3144 2.3070 3.0093
H -5.3888 0.7072 2.4186
H -3.4599 -0.6470 1.8820
H -2.5006 -0.2940 0.4477
H -4.2223 -0.6898 0.3000
H -3.5294 0.3785 -1.7033
H -4.3688 -0.0250 -3.1944
H -5.1468 1.0148 -2.0045
H -4.9333 1.7335 -4.8213
C 4.9566 2.0683 1.6842
O 3.9357 1.1058 1.3275
P 2.7005 1.3214 0.3842
O 2.4789 2.8879 0.4653
C 1.6745 3.6410 -0.4477
O 3.1693 1.1825 -1.1251
C 3.3765 -0.1243 -1.7029
H 5.9052 1.7176 1.2901
H 4.9979 2.1029 2.7675
H 4.7268 3.0503 1.2870
H 2.1262 4.6245 -0.5356
H 0.6683 3.7423 -0.0408
H 1.6436 3.1663 -1.4287
H 3.3036 -0.0115 -2.7808
H 2.6223 -0.8358 -1.3543
H 4.3617 -0.4957 -1.4403
O 2.3768 -2.3487 1.5391
S 3.7936 -2.6175 1.9877
C 4.3194 -4.1351 1.1300
C 4.5103 -3.9124 -0.3414
C 3.5287 -4.3024 -1.2466
C 3.7240 -4.1296 -2.6123
C 4.9017 -3.5645 -3.0836
C 5.8828 -3.1654 -2.1839
C 5.6831 -3.3293 -0.8206
C 3.7399 -3.3539 3.6708
C 2.9481 -4.6175 3.7921
C 1.5563 -4.5777 3.8035
C 0.8140 -5.7476 3.8746
C 1.4587 -6.9764 3.9313
C 2.8457 -7.0244 3.9459
C 3.5852 -5.8524 3.8730
H 3.5626 -4.8879 1.3438
H 5.2627 -4.4094 1.6110
H 2.6254 -4.7781 -0.8781
H 2.9662 -4.4646 -3.3131
H 5.0673 -3.4580 -4.1501
H 6.8111 -2.7375 -2.5464
H 6.4613 -3.0419 -0.1206
H 3.3478 -2.5512 4.2972
H 4.7944 -3.5037 3.9168
H 1.0606 -3.6151 3.7700
H -0.2695 -5.7065 3.8948
H 0.8832 -7.8924 3.9789
H 3.3548 -7.9778 4.0136
H 4.6698 -5.9006 3.9000

Molecular weight in g mol⁻¹: 1045.91
⟨S²⟩: 2.047
Multiplicity: 3
Charge: +2
HOMO-LUMO gap (alpha / beta) in eV: 9.05 / 4.78